(1)
{"formula": "C31H50BrN2O2RuSSi", "method": "the ωB97M-V functional and the def2-TZVPD basis", "total_charge": 3, "de_lowest_kj_mol": 21.6, "lumo_energy_ev": -10.0, "fmax_ev_per_a": 1.02, "orbital_gap_ev": 6.55, "species": ["C", "H", "H", "C", "H", "C", "S", "H", "H", "H", "C", "C", "H", "H", "C", "C", "H", "C", "C", "H", "H", "H", "H", "H", "C", "H", "C", "C", "O", "C", "H", "H", "H", "H", "H", "H", "H", "C", "C", "Ru", "H", "Br", "C", "H", "C", "C", "C", "C", "H", "H", "H", "H", "H", "C", "H", "C", "C", "O", "H", "H", "H", "C", "H", "H", "H", "C", "H", "H", "H", "H", "H", "C", "H", "H", "H", "H", "N", "H", "H", "C", "N", "H", "H", "Si", "C", "C", "C", "H", "C"], "coordinates": [[-0.7610, 5.6166, -0.2344], [4.1199, 4.9040, -3.5757], [-1.6899, 8.7976, -0.8149], [-4.0809, -4.1743, -1.5393], [-2.4382, -6.4764, 1.0230], [-1.9911, 5.0005, -0.0596], [0.7587, 4.7193, -0.1296], [-0.1383, -5.6095, 2.7238], [3.0731, 0.6323, 4.1178], [-0.1267, -6.4312, -2.5304], [4.5287, 3.6874, 1.4267], [-1.4498, -4.5435, 1.4147], [6.5440, 2.0053, 0.5082], [-2.5397, -5.9058, 2.6825], [2.4066, 1.2588, 4.7135], [-1.7695, 7.7394, -0.6086], [1.5888, -4.4822, -2.1357], [3.0948, 4.6532, -3.3399], [-3.2837, -3.0606, -0.8062], [-3.6375, -1.7123, 0.8822], [-0.0221, -4.2932, -3.7601], [-5.0147, -3.7353, -1.9000], [-3.9092, 7.7504, -0.5246], [0.4768, 2.2275, 4.5112], [-0.7255, -3.8362, -3.0603], [-3.9735, -1.3540, -1.9100], [-0.6208, 6.9751, -0.4976], [-3.1270, 5.7903, -0.1675], [1.5019, 2.3533, 2.7957], [-2.5764, -5.5846, 1.6384], [2.5996, 4.1196, -5.3516], [2.9129, 2.1830, 4.9864], [-4.3495, -5.0031, -0.8802], [-2.0646, 3.9450, 0.1591], [-1.7252, -4.0043, -3.4583], [1.2648, -4.9494, -0.4738], [3.5649, 3.9485, 1.8636], [0.3492, 0.2910, 3.5792], [4.5215, 2.3118, 0.8661], [1.6206, 2.2007, 1.0678], [-2.6268, -2.9759, 2.4261], [0.5652, 0.2848, 0.1161], [-3.0297, -1.8864, -1.7715], [-0.5296, 0.5392, 2.9854], [0.9016, 3.9183, -4.0577], [-0.1044, -5.2198, 1.7036], [-3.0158, 7.1462, -0.4435], [0.4129, 4.0639, -2.7737], [5.9636, -0.3172, -0.3516], [4.7764, 4.4185, 0.6562], [-2.6920, -2.2104, -2.7513], [-0.9275, -2.5420, 2.1743], [5.2752, 3.7718, 2.2174], [3.9028, 0.3065, 0.1492], [0.0131, -0.1990, 4.4933], [1.1165, 1.5244, 3.9750], [-1.6136, -3.3656, 2.3981], [0.2277, 3.2390, 0.2950], [-5.0667, -2.1629, -0.0395], [-4.3770, -3.3079, 1.0943], [3.2685, 5.1670, -1.2547], [-0.5127, -4.4831, -1.6870], [2.1798, 0.7221, 5.6354], [3.2351, -0.5039, -0.0724], [0.7290, -4.5189, 1.6485], [5.2389, 0.3898, 0.0126], [1.1612, -3.2490, -0.9552], [0.1024, -6.0633, 1.0475], [0.2417, 3.5939, -4.8505], [-0.6268, 3.8668, -2.5444], [-1.3713, -3.7260, 3.4009], [0.9568, -4.2774, -1.2688], [-1.8305, -6.1963, -2.1723], [0.9867, -0.4041, 3.0311], [-2.3090, -1.1660, -1.3740], [-4.1013, 5.3410, -0.0334], [5.5990, 1.6481, 0.4675], [-0.6812, -6.5465, -0.8686], [0.3556, 7.4311, -0.6145], [-4.1250, -2.5400, 0.3660], [3.4508, 1.5076, 0.6977], [-0.5288, -2.7636, -3.0479], [-3.5759, -5.1900, 1.4580], [-1.6983, -3.9439, -0.3443], [2.6256, 4.7928, -2.0425], [-0.8212, -6.0019, -1.8034], [1.2912, 4.4915, -1.7804], [-3.5589, -4.5736, -2.4103], [2.2348, 4.2155, -4.3376]]}

(2)
{"formula": "C19H27N3O6", "method": "the ωB97M-V functional and the def2-TZVPD basis", "total_charge": 1, "multiplicity": 2, "lumo_energy_ev": [-5.4, -9.7], "s2": 0.77, "fmax_ev_per_a": 4.79, "orbital_gap_ev": [7.69, 3.45], "species": ["C", "H", "H", "C", "H", "H", "C", "H", "H", "N", "H", "C", "H", "C", "H", "C", "N", "H", "C", "C", "C", "C", "C", "H", "C", "H", "C", "H", "H", "C", "C", "C", "H", "C", "H", "H", "H", "H", "O", "O", "O", "H", "O", "C", "O", "H", "O", "N", "C", "H", "H", "H", "H", "H", "H"], "coordinates": [[1.2138, -5.6696, 3.5735], [-4.1339, -0.9882, -2.6134], [2.8454, 5.1350, -3.2903], [-2.3373, -1.2397, -1.2809], [-4.9969, -0.8950, -0.3179], [4.2599, 5.5032, -2.5628], [3.2282, 2.2247, -3.1072], [2.1678, 2.3185, -3.3416], [3.8821, 1.8780, -3.9073], [-0.2637, -0.9339, 1.3093], [-0.2941, 4.1879, 0.4379], [0.9326, -3.8115, 4.6762], [-0.0869, 0.8329, 0.2168], [0.1178, -2.2487, 1.3091], [-2.3374, -0.1759, -1.0432], [2.5928, -5.1812, 3.8795], [5.2065, 4.5879, -5.5162], [3.4229, -5.2068, 3.1735], [-2.7512, 5.6951, 0.9863], [0.2201, -0.2007, 0.2784], [-2.0945, 3.5959, 1.5447], [3.7826, 3.4339, -2.3802], [3.8526, 4.7262, -3.2098], [0.6729, -3.9774, 0.2010], [0.8104, -0.7435, -0.9146], [-1.9675, 2.6581, 1.0038], [4.5911, 4.6403, -4.5064], [-2.3746, 3.3956, 2.5789], [-2.1517, -1.7509, -0.3363], [-6.0841, -2.3015, -1.3849], [0.9439, -2.1269, -0.9832], [0.5797, -2.9018, 0.1742], [-4.6535, -2.7038, -0.0001], [-0.8403, 4.4421, 1.3462], [1.0426, -0.1370, -1.7775], [1.2829, -2.8044, -1.7529], [2.8544, -5.7528, 4.7700], [1.1053, -6.6963, 3.9231], [2.3019, -3.8217, 4.3152], [0.3577, -2.8130, 5.0929], [-3.4513, 6.6429, 0.7823], [-1.5159, -1.3746, -1.9847], [-1.4707, 5.7409, 1.2757], [-4.8247, -1.8965, -0.7122], [-3.1551, 4.3588, 0.9804], [-0.3259, -2.7745, 2.1417], [0.3802, -4.9608, 4.4487], [-7.0606, -2.6914, -1.8761], [-3.7494, -1.7188, -1.9017], [-3.7183, -2.5704, -2.5813], [4.7697, 3.1862, -1.9898], [3.2568, 1.4213, -2.3712], [-0.2082, 4.2254, 2.2074], [3.2105, 3.7495, -1.5077], [0.9624, -5.5111, 2.5248]]}

(3)
{"formula": "C21H49AlBN4O5", "method": "the ωB97M-V functional and the def2-TZVPD basis", "total_charge": -1, "de_lowest_kj_mol": 83.2, "lumo_energy_ev": 2.5, "fmax_ev_per_a": 2.39, "orbital_gap_ev": 6.57, "species": ["C", "H", "H", "H", "C", "C", "C", "H", "H", "O", "H", "C", "H", "H", "H", "O", "Al", "H", "C", "H", "H", "H", "B", "H", "H", "N", "H", "H", "H", "H", "H", "H", "H", "C", "H", "H", "C", "H", "C", "C", "H", "H", "C", "H", "H", "H", "H", "O", "C", "H", "C", "H", "H", "H", "C", "C", "H", "C", "H", "H", "H", "C", "C", "C", "H", "H", "H", "H", "H", "C", "C", "O", "H", "H", "N", "H", "N", "H", "H", "O", "N"], "coordinates": [[1.2774, -1.8629, -5.0190], [2.4023, -1.4327, 0.0820], [3.2813, -5.1859, 3.0028], [-2.2748, 3.1403, 1.0420], [1.6052, -4.0809, 2.2248], [0.7678, -5.1152, 4.1438], [-1.9078, -0.5341, 2.6780], [1.0886, 4.9234, -0.7048], [3.2285, -2.8581, -4.8405], [0.7781, -3.9021, 3.3847], [-3.8667, 3.0838, 1.8138], [-2.7734, -1.5371, 4.5992], [1.2771, 3.2475, -5.1816], [0.9491, -4.1386, 1.3535], [-2.0414, 7.0707, -1.5560], [2.9748, 1.3289, -5.9655], [1.5586, -0.3215, -3.6958], [0.2511, 7.3592, -2.3278], [0.1238, 6.7202, -1.4483], [-1.6697, 2.6465, 3.3454], [1.4282, -1.5025, -6.0784], [1.9897, -3.9176, -5.5818], [2.1209, 1.3837, -4.7810], [-1.2372, 0.3194, 2.5550], [-2.1217, 4.3825, -2.0697], [0.6200, -3.8343, -1.1889], [0.6318, -6.6289, 2.6161], [0.1138, 0.0482, -3.0416], [1.4236, -4.4524, -1.0372], [-0.3132, 4.4848, 2.5459], [-0.2541, -1.6454, 3.4888], [1.8638, -6.9859, 3.8364], [-2.9127, 3.7517, 3.9490], [2.3689, -5.3754, 2.4285], [1.3577, -4.9499, 5.0529], [-1.0382, 5.2325, 3.9841], [-1.3222, 6.2799, -1.3373], [-0.1822, -4.4550, -3.0642], [0.8387, 5.3977, -1.6600], [-1.3773, 5.1362, -2.3344], [2.7746, -3.3794, -2.6151], [2.5211, -0.6589, -2.4724], [-3.0384, 5.0907, 1.5443], [0.5019, -0.6536, -0.0674], [0.0471, -2.6598, -2.8515], [-2.5554, -0.5989, 1.7969], [-2.1897, -1.3669, 5.5111], [-2.7472, -0.3287, 3.8272], [1.0348, -2.5455, -0.6668], [0.1929, -2.1822, -4.9061], [2.1419, -3.1657, -4.7485], [-1.5207, 5.9069, -0.3274], [0.7502, 2.6048, -3.7984], [2.2603, -3.2201, 2.1074], [1.9731, -3.7754, -3.2994], [-2.1938, 3.5804, 3.1422], [-3.0512, 5.3312, 0.4792], [-2.1486, -2.6217, 3.7399], [-0.2404, -1.1494, -1.4791], [1.7537, 5.5027, -2.2455], [-1.6913, -3.4188, 4.3253], [-1.1604, -1.8329, 2.9084], [-1.2587, 4.7695, 3.0200], [0.5264, -3.6566, -2.7007], [3.8606, 1.6341, -5.7217], [-3.9466, 5.4962, 2.0045], [-1.5941, 5.5007, -3.3452], [2.1965, -4.8846, -3.3892], [-0.8744, -2.3255, 1.9800], [1.3940, -6.1847, 3.2636], [-2.9071, 3.6012, 1.8069], [-1.9106, 5.7207, 2.1667], [-2.9087, -3.0672, 3.0901], [-0.2574, -5.3584, 4.4343], [1.6027, 2.7261, -4.3545], [0.4862, 7.2654, -0.5758], [2.2559, -2.3900, -0.2482], [2.6502, -5.8550, 1.4907], [-3.8032, -1.7668, 4.8831], [-0.0757, 4.5402, -2.3514], [0.1212, -1.4451, -0.5705]]}

(4)
{"formula": "C24H32IrN4O2S3", "method": "the ωB97M-V functional and the def2-TZVPD basis", "total_charge": 2, "multiplicity": 6, "lumo_energy_ev": [-4.5, -8.1], "s2": 8.79, "fmax_ev_per_a": 0.46, "orbital_gap_ev": [8.51, 5.95], "species": ["H", "H", "C", "C", "H", "H", "C", "H", "H", "C", "Ir", "C", "C", "O", "H", "H", "C", "C", "H", "N", "H", "H", "N", "C", "H", "N", "C", "C", "H", "C", "C", "H", "H", "C", "H", "H", "H", "H", "H", "S", "H", "N", "C", "H", "H", "C", "H", "C", "H", "S", "H", "C", "C", "C", "C", "H", "H", "H", "H", "S", "C", "H", "C", "O", "H", "C"], "coordinates": [[3.4399, 3.6892, 1.6537], [1.1935, -4.4930, 1.2172], [-1.0742, -1.9993, -2.1720], [-0.3713, 3.7544, 0.0640], [1.2196, -3.6141, 3.5591], [-1.1532, 5.6886, 0.6030], [3.5320, -0.2834, -1.0277], [3.0349, 4.4573, 0.1126], [-1.9949, -1.9700, -4.1227], [-1.1719, -4.0960, -0.9959], [0.5844, 0.8690, -0.6774], [-0.2893, -1.1992, 1.9088], [-1.4080, 4.2785, -2.4479], [-1.6730, -6.7948, -1.0726], [5.0480, 1.6230, -3.4942], [1.9310, -2.9915, 0.6423], [-0.7775, 3.0697, -2.1865], [-1.5527, 5.2243, -1.4430], [0.4527, 2.5363, 1.6506], [-1.5494, -0.8601, 1.6696], [-1.6841, 0.0680, 1.3010], [-0.8018, -2.9056, 2.8148], [1.4820, 4.3286, 1.4867], [-1.7707, -2.5703, -3.2510], [-0.9454, -4.7292, -0.1481], [2.6363, 0.5805, -1.4425], [1.5098, 5.7121, 1.9017], [2.6692, 3.7727, 0.8815], [2.5148, 2.1508, -2.8794], [-0.7816, -2.7802, -1.0427], [4.4338, 1.1351, -2.7546], [1.9918, -2.1345, 3.0256], [-2.4171, -1.8856, 4.1709], [-1.0285, 4.9589, -0.1908], [-3.5306, -1.3229, 1.3524], [-1.8032, 4.4750, -3.4362], [-2.6775, -4.3177, -4.0420], [0.7854, 5.8796, 2.6948], [-4.0953, -2.0123, 3.6475], [1.0132, -0.1140, 1.4794], [1.2438, 6.3306, 1.0366], [-0.0181, -2.3451, 2.5143], [-2.1612, -3.8965, -3.1879], [3.3346, -1.0132, -0.2559], [2.8308, -4.0787, 1.7137], [-1.8664, -4.6649, -2.0655], [-0.7153, 2.3490, -2.9934], [-2.1992, -6.1325, -1.9174], [2.5137, 5.9799, 2.2244], [-0.5919, -0.3575, -2.3061], [-2.5420, -2.6922, 1.7704], [0.2295, 3.5841, 1.4564], [3.1459, 1.3969, -2.4324], [-3.1574, -1.4854, 3.4764], [1.8461, -3.6651, 1.4970], [-0.4196, 3.9838, 2.2327], [2.4497, 2.7993, 0.4527], [-0.2351, -2.3321, -0.2278], [-3.3106, -0.4341, 3.7192], [5.0241, -0.1558, -1.8080], [1.3210, -2.9325, 2.7169], [-3.4961, -6.0166, -3.3386], [-2.7372, -1.6470, 2.0223], [-3.0977, -6.6701, -2.7532], [-2.0730, 6.1540, -1.6305], [-0.2393, 2.7636, -0.9263]]}